The following is a DFT calculation (the ωB97M-V functional and the def2-TZVPD basis) of a structure of composition C24H18MnNO8S2 at a distorted geometry.

Structure (XYZ):
```
54
Properties=species:S:1:pos:R:3:forces:R:3
Mn 10.964787 17.140655 7.953818 1.5 -1.6 0.7
O 10.228772 15.412884 4.298166 0.1 0.0 -0.2
C 10.337506 15.823825 5.541646 -2.6 -5.8 0.4
O 10.775795 16.851002 5.850927 1.9 5.0 1.2
C 9.841079 14.843101 6.653436 0.5 0.8 -3.0
C 9.203703 13.654991 6.521280 -0.6 -1.2 0.9
C 8.810898 13.019982 7.731037 0.0 -0.1 -1.3
C 9.040904 13.618992 8.939797 0.4 0.6 0.7
C 9.733342 14.839945 8.953111 -0.5 -0.9 0.5
N 10.104411 15.357305 7.808119 -0.4 0.8 1.6
C 10.123197 15.704482 10.174129 -1.4 -2.3 0.4
O 9.809167 15.389219 11.299873 0.0 -0.1 -0.3
O 10.783871 16.708003 9.816969 1.4 2.5 -1.1
H 10.611846 16.138743 3.780780 0.0 -0.1 -0.5
H 8.986146 13.195303 5.574840 0.0 0.0 -0.2
H 8.309428 12.059901 7.654511 0.0 0.1 0.2
H 8.715439 13.206834 9.885299 0.0 -0.1 0.0
C 6.993108 24.296615 7.254146 -0.1 0.0 -0.2
C 7.711444 22.982084 7.376687 -0.1 0.0 0.0
C 7.086400 21.778624 7.074291 0.3 -0.1 0.1
C 7.739381 20.565774 7.298565 -0.2 -0.1 -0.1
C 9.023838 20.569566 7.806905 0.1 0.4 0.0
C 9.675766 21.773683 8.076871 0.0 -0.2 -0.1
C 9.024479 22.964150 7.851082 -0.2 0.0 -0.1
S 9.737162 19.145019 8.534228 -1.2 0.7 -0.7
O 9.118752 17.908163 7.943189 -1.3 1.7 0.1
O 9.551618 19.304670 9.923539 -0.1 0.2 1.0
O 11.184696 19.052698 8.103825 -0.5 0.8 0.3
H 5.937171 24.160014 7.021369 0.0 0.0 0.0
H 7.425090 24.915607 6.467298 0.1 0.0 0.0
H 7.066941 24.860034 8.179860 0.0 0.1 0.1
H 6.072511 21.777408 6.695281 0.0 0.0 0.0
H 7.232487 19.625978 7.106638 0.1 0.1 0.1
H 10.673105 21.759837 8.488296 0.1 0.0 0.1
H 9.507672 23.903431 8.084503 0.1 0.0 0.0
C 17.119796 10.656404 5.537874 0.1 0.2 0.0
C 16.663286 9.422479 6.253854 0.1 -0.3 -0.1
O 17.042996 8.303297 6.009695 -0.2 0.5 0.1
S 15.505063 9.645943 7.596049 -0.1 -0.3 0.1
C 15.021445 11.349737 7.527906 -0.1 0.0 0.0
C 15.354189 12.185725 8.589700 0.0 0.1 -0.1
C 14.839977 13.472584 8.654249 0.0 -0.3 -0.1
C 13.983724 13.917597 7.650391 -0.2 0.7 0.3
C 13.685588 13.101950 6.567063 0.2 -0.5 -0.1
C 14.186637 11.818394 6.511157 0.1 -0.3 0.1
C 13.293394 15.169376 7.749903 1.9 -2.4 -0.2
C 12.583246 16.122117 7.809815 0.9 1.4 -0.2
H 16.280340 11.191580 5.096080 0.0 -0.1 -0.1
H 17.833942 10.381375 4.771430 0.1 0.0 -0.1
H 17.569185 11.346219 6.257866 0.0 -0.1 -0.1
H 15.996248 11.823759 9.377835 0.1 -0.1 0.1
H 15.071740 14.109586 9.495389 0.0 0.1 0.0
H 13.026962 13.467507 5.799006 -0.1 0.1 -0.2
H 13.918249 11.150637 5.700352 0.0 0.0 0.0
```
Forces are in eV/Å.

The spin multiplicity is 5. The calculation puts the total energy at -96039.0275 eV. Its expectation value of S² is 6.04. For the HOMO-LUMO gap (alpha / beta), the calculation gives 0.239 / 0.274 Eh. Its largest force on an atom is 6.3 eV/A. The calculation puts the LUMO energy (alpha / beta) at -1.51 / -1.00 eV.

The following is a DFT calculation (the ωB97M-V functional and the def2-TZVPD basis) of a structure of composition C6H17NOP at a distorted geometry.

Structure (XYZ):
```
26
Properties=species:S:1:pos:R:3:forces:R:3
C 1.817750 0.169373 -0.375437 1.3 -3.9 -1.0
C -0.207798 -0.964208 -1.288014 -2.8 -0.8 3.6
C 0.757968 2.212040 -1.830576 0.5 0.2 -1.9
C 0.419094 -2.312227 2.809774 -1.1 -2.0 1.2
C -2.117497 -0.097445 1.177943 1.1 -1.7 -0.2
C 0.384174 -0.018324 -0.312321 -1.6 2.0 2.7
N -0.244004 1.704863 -0.936027 -0.6 2.8 2.6
O -0.157120 -1.501539 1.855128 -0.3 0.0 -0.8
P -0.305708 0.085202 1.529886 -0.3 -1.5 -3.3
H 2.262600 0.207169 -1.386068 -0.2 0.2 0.6
H 2.236022 -0.793706 0.046164 -0.1 0.8 -0.4
H 2.137047 0.898912 0.259337 1.1 2.2 1.5
H -0.160760 -1.848780 -0.651797 0.9 -1.0 -0.9
H -1.300777 -1.042480 -1.437772 0.3 1.1 -0.1
H 0.278857 -0.950731 -2.180769 1.6 -0.5 -2.4
H 1.642187 2.575857 -1.300415 -0.3 -0.2 0.2
H 1.033659 1.237657 -2.308266 0.2 1.8 -1.0
H 0.430461 3.091301 -2.481357 0.2 -1.6 0.5
H 1.030253 -1.691865 3.379559 1.7 0.5 1.1
H 0.877802 -3.217731 2.408074 0.4 0.5 -0.4
H -0.339746 -2.721640 3.500369 0.0 0.4 -0.3
H -2.312621 -1.203213 0.992666 0.3 1.5 0.2
H -2.169545 0.471026 0.283104 -0.9 0.5 -0.7
H -2.733295 0.227256 1.954124 -1.1 0.8 1.1
H -0.411418 2.470987 -0.155793 0.0 -2.2 -1.5
H -1.121391 1.503061 -1.389220 -0.3 0.2 -0.3
```
Forces are in eV/Å.

The spin multiplicity is 3. The calculation puts the total energy at -19311.0667 eV. As for the net charge: +1. Its expectation value of S² is 2.00. For the HOMO-LUMO gap (alpha / beta), the calculation gives 0.222 / 0.257 Eh. Its largest force on an atom is 4.6 eV/A. The calculation puts the LUMO energy (alpha / beta) at -2.70 / -6.91 eV.

The following is a DFT calculation (the ωB97M-V functional and the def2-TZVPD basis) of a structure of composition C2H8BNO at a distorted geometry.

Structure (XYZ):
```
13
Properties=species:S:1:pos:R:3:forces:R:3
B 0.091188 -0.450561 -0.618773 1.0 3.2 -1.7
C 1.085225 -0.084180 -1.779333 -0.2 0.8 0.7
C -0.983396 0.576097 1.829578 0.2 0.3 0.0
N -0.244927 0.995023 0.656191 0.2 -3.0 -0.2
O -0.550803 -1.555142 -0.315828 -2.3 -2.8 1.9
H 1.315123 -0.928174 -2.430204 -0.1 -0.1 0.1
H 2.022319 0.295666 -1.384296 0.7 0.2 -0.1
H 0.665492 0.709746 -2.392725 0.2 0.1 -0.4
H -1.492309 -0.371815 1.656597 0.0 0.1 -0.3
H -0.358940 0.467444 2.725528 0.0 0.2 -0.2
H -1.749870 1.332713 2.040848 0.0 0.0 0.0
H 0.673623 1.336506 0.890447 0.2 0.9 0.3
H -0.472726 -2.323322 -0.878030 0.2 0.1 0.0
```
Forces are in eV/Å.

The spin multiplicity is 3. The calculation puts the total energy at -6413.1338 eV. Its expectation value of S² is 2.01. For the HOMO-LUMO gap (alpha / beta), the calculation gives 0.133 / 0.312 Eh. Its largest force on an atom is 4.1 eV/A. The calculation puts the LUMO energy (alpha / beta) at 0.63 / -2.28 eV.